(1)
The following is a DFT calculation (ωB97M-V/def2-TZVPD) of a molecular structure, CH4N2OS.

## Properties
**LUMO level (alpha / beta)**: 0.5 / -0.6 eV
**E_tot**: -16959.135 eV
**Expectation value of S²**: 2.048
**Kohn-Sham gap (alpha / beta)**: 6.95 / 9.02 eV
**Highest occupied orbital energy (alpha / beta)**: -6.43 / -9.58 eV

Structure (ORCA input):
```
! RIJCOSX wB97M-V def2-TZVPD def2/J DEFGRID3
* xyz 0 3
O 0.327 -1.006 -0.653
N 2.100 1.359 -0.034
H 2.230 1.356 -1.027
H -0.911 1.091 -0.080
S 1.920 -0.075 0.461
N -0.826 -0.979 -0.059
H -1.181 -1.865 0.218
C -1.439 0.128 0.272
H -2.219 -0.010 0.903
*
```

Results of the Löwdin charge analysis, in e, for atoms 1 through 5: -0.37, -0.49, -0.04, 0.12, 0.75


(2)
The following is a DFT calculation (ωB97M-V/def2-TZVPD) of a single CH4N2P2 molecule.

## Properties
**LUMO level**: 0.7 eV
**E_tot**: -22656.381 eV
**SMILES**: N1PC12NP2
**Kohn-Sham gap**: 9.79 eV
**Highest occupied orbital energy**: -9.13 eV

Structure (ORCA input):
```
! RIJCOSX wB97M-V def2-TZVPD def2/J DEFGRID3
* xyz 0 1
N -0.935 -0.561 -0.889
H 1.176 -0.220 1.725
N 0.933 -0.490 0.803
C -0.038 0.064 -0.010
H 1.897 -0.159 -1.115
P 1.608 0.779 -0.206
H -0.840 -0.292 -1.881
P -1.646 0.789 0.201
H -2.154 0.090 1.373
*
```

Results of the Löwdin charge analysis, in e, for atoms 1 through 5: -0.16, 0.03, -0.22, -1.19, -0.13


(3)
The following is a DFT calculation (ωB97M-V/def2-TZVPD) of 2 unconnected molecules or ions with the total composition CH4N2P2.

## Properties
**LUMO level (alpha / beta)**: -1.4 / 0.2 eV
**E_tot**: -22652.422 eV
**Kohn-Sham gap (alpha / beta)**: 7.94 / 8.32 eV
**Highest occupied orbital energy (alpha / beta)**: -9.36 / -8.15 eV

Structure (ORCA input):
```
! RIJCOSX wB97M-V def2-TZVPD def2/J DEFGRID3
* xyz 0 1
P 1.284 -1.602 -0.071
H -1.523 0.495 1.385
N 1.032 0.103 0.215
H 1.954 -1.641 1.232
C -0.110 -0.566 0.377
P -1.718 -0.995 -0.523
H 1.633 1.478 -1.620
N -1.269 -0.468 1.190
H -2.053 0.237 -0.781
*
```

Results of the Löwdin charge analysis, in e, for atoms 1 through 5: 0.80, 0.06, -0.22, -0.08, -1.14


(4)
The following is a DFT calculation (ωB97M-V/def2-TZVPD) of a single CH4N2P2 molecule.

## Properties
**LUMO level**: -0.5 eV
**E_tot**: -22656.887 eV
**SMILES**: [H]/N=P/C/P=N/[H]
**Kohn-Sham gap**: 7.99 eV
**Highest occupied orbital energy**: -8.47 eV

Structure (ORCA input):
```
! RIJCOSX wB97M-V def2-TZVPD def2/J DEFGRID3
* xyz 0 1
C 0.327 -0.915 0.256
H 0.181 -1.893 0.641
P 2.414 -0.093 -0.046
N -1.725 0.320 -0.482
N 1.981 1.383 0.069
P -0.769 0.396 0.761
H -2.449 0.963 -0.596
H 2.610 2.168 -0.021
H 0.197 -0.912 -0.807
*
```

Results of the Löwdin charge analysis, in e, for atoms 1 through 5: -0.60, -0.02, 0.80, -0.31, -0.41


(5)
The following is a DFT calculation (ωB97M-V/def2-TZVPD) of a single CH4N2P2 molecule.

## Properties
**LUMO level (alpha / beta)**: 0.1 / -2.3 eV
**E_tot**: -22653.139 eV
**Expectation value of S²**: 2.022
**Kohn-Sham gap (alpha / beta)**: 7.03 / 7.43 eV
**Highest occupied orbital energy (alpha / beta)**: -6.93 / -9.78 eV

Structure (ORCA input):
```
! RIJCOSX wB97M-V def2-TZVPD def2/J DEFGRID3
* xyz 0 3
P -0.826 -1.248 -0.022
H -0.188 1.478 -1.214
H -0.447 -1.313 1.369
H 2.096 -2.005 -0.380
N 1.806 0.629 0.338
P 1.476 -0.697 -0.207
H -1.256 2.268 -0.101
N -1.205 0.369 0.277
C -0.722 1.334 -0.357
*
```

Results of the Löwdin charge analysis, in e, for atoms 1 through 5: 0.66, 0.03, -0.11, -0.10, -0.35


(6)
The following is a DFT calculation (ωB97M-V/def2-TZVPD) of a molecular structure, CH4N2S.

## Properties
**LUMO level**: -0.4 eV
**E_tot**: -14910.185 eV
**Kohn-Sham gap**: 7.87 eV
**Highest occupied orbital energy**: -8.24 eV

Structure (ORCA input):
```
! RIJCOSX wB97M-V def2-TZVPD def2/J DEFGRID3
* xyz 0 1
H -0.130 -2.155 0.060
H -1.141 1.127 -0.956
C -0.899 1.204 0.073
N 0.501 -0.404 0.009
H -1.813 1.021 0.677
H 2.901 0.521 0.333
N 0.809 -1.656 0.085
S 1.411 0.885 0.365
*
```

Results of the Löwdin charge analysis, in e, for atoms 1 through 5: 0.08, -0.06, -0.03, -0.61, -0.03


(7)
The following is a DFT calculation (ωB97M-V/def2-TZVPD) of 2 unconnected molecules or ions with the total composition CH4N2S.

## Properties
**LUMO level**: -1.0 eV
**E_tot**: -14913.082 eV
**Kohn-Sham gap**: 7.54 eV
**Highest occupied orbital energy**: -8.50 eV

Structure (ORCA input):
```
! RIJCOSX wB97M-V def2-TZVPD def2/J DEFGRID3
* xyz 0 1
H -1.650 0.865 0.833
N 1.096 -0.152 -0.570
N -0.727 0.814 0.095
H 1.726 -1.023 -0.629
S -1.174 -1.589 -0.916
C -0.317 -0.359 -0.275
H -0.080 1.603 0.347
H 1.125 -0.159 1.115
*
```

Results of the Löwdin charge analysis, in e, for atoms 1 through 5: 0.21, 0.03, -0.04, 0.06, 0.59


(8)
The following is a DFT calculation (ωB97M-V/def2-TZVPD) of a molecular structure, CH4N2S.

## Properties
**LUMO level**: 0.2 eV
**E_tot**: -14913.811 eV
**Kohn-Sham gap**: 9.84 eV
**Highest occupied orbital energy**: -9.65 eV

Structure (ORCA input):
```
! RIJCOSX wB97M-V def2-TZVPD def2/J DEFGRID3
* xyz 0 1
H -1.217 0.874 -0.710
H -1.166 -1.013 -1.121
N 1.033 -1.301 -0.796
N -0.522 0.270 0.279
C -0.131 -0.737 -0.701
S 0.483 1.399 1.006
H 1.705 -0.554 -0.303
H -0.185 1.061 2.348
*
```

Results of the Löwdin charge analysis, in e, for atoms 1 through 5: 0.20, 0.12, 0.04, -0.57, -0.44


(9)
The following is a DFT calculation (ωB97M-V/def2-TZVPD) of a single CH4N2S molecule.

## Properties
**LUMO level**: 0.5 eV
**E_tot**: -14915.578 eV
**SMILES**: NNC=S
**Kohn-Sham gap**: 9.09 eV
**Highest occupied orbital energy**: -8.56 eV

Structure (ORCA input):
```
! RIJCOSX wB97M-V def2-TZVPD def2/J DEFGRID3
* xyz 0 1
H -0.942 -1.464 -0.166
H 1.035 0.316 -0.905
H 1.311 -0.200 0.825
C -1.535 0.415 0.095
N 0.797 -0.382 -0.182
N -0.601 -0.502 -0.124
S -3.109 -0.086 -0.031
H -1.097 1.312 0.562
*
```

Results of the Löwdin charge analysis, in e, for atoms 1 through 5: 0.11, 0.08, 0.15, -0.73, -0.02


(10)
The following is a DFT calculation (ωB97M-V/def2-TZVPD) of 2 unconnected molecules or ions with the total composition CH4N2Si.

## Properties
**LUMO level (alpha / beta)**: 0.7 / -2.7 eV
**E_tot**: -11953.846 eV
**Expectation value of S²**: 2.006
**Kohn-Sham gap (alpha / beta)**: 6.73 / 8.69 eV
**Highest occupied orbital energy (alpha / beta)**: -6.03 / -11.39 eV

Structure (ORCA input):
```
! RIJCOSX wB97M-V def2-TZVPD def2/J DEFGRID3
* xyz 0 3
H -2.079 1.156 1.167
H 1.968 -1.549 -1.536
N -2.974 -0.613 0.267
C -2.453 0.218 0.850
H 2.644 -0.770 0.859
N 0.644 0.574 -0.503
H 0.562 1.581 -0.635
Si 1.688 -0.597 -0.468
*
```

Results of the Löwdin charge analysis, in e, for atoms 1 through 5: 0.04, -0.15, 0.05, -0.11, -0.08


(11)
The following is a DFT calculation (ωB97M-V/def2-TZVPD) of a gas-phase ion, CH4N3 (charge +1).

## Properties
**LUMO level**: -5.5 eV
**E_tot**: -5562.803 eV
**SMILES**: [H]/N=N/C=[NH2+]
**Kohn-Sham gap**: 9.62 eV
**Highest occupied orbital energy**: -15.08 eV

Structure (ORCA input):
```
! RIJCOSX wB97M-V def2-TZVPD def2/J DEFGRID3
* xyz 1 1
H 1.696 -0.400 -0.403
H -0.632 0.879 2.895
C -0.214 0.290 -0.277
H -1.147 0.429 -0.814
N 0.807 -0.267 -0.867
N -0.315 1.185 1.960
N -0.387 0.354 1.106
H 0.738 -0.578 -1.829
*
```

Results of the Löwdin charge analysis, in e, for atoms 1 through 5: 0.15, 0.13, -0.05, 0.16, 0.22


(12)
The following is a DFT calculation (ωB97M-V/def2-TZVPD) of 2 unconnected molecules or ions with the total composition CH4N3.

## Properties
**LUMO level**: -5.8 eV
**E_tot**: -5559.098 eV
**Kohn-Sham gap**: 10.14 eV
**Highest occupied orbital energy**: -15.89 eV

Structure (ORCA input):
```
! RIJCOSX wB97M-V def2-TZVPD def2/J DEFGRID3
* xyz 1 1
N 0.835 -0.163 0.795
N 1.876 -0.733 -0.093
H -0.544 -1.416 -0.656
H -1.088 -0.624 1.034
C 1.790 0.501 -0.007
H 2.137 1.482 -0.235
N -0.484 -0.294 0.271
H -0.879 0.523 -0.217
*
```

Results of the Löwdin charge analysis, in e, for atoms 1 through 5: -0.11, 0.21, 0.38, 0.15, -0.05


Q: Which energy relative to the best compared isomer or geometry (same formula, charge and spin) values were calculated for the entries above? A: 193.8; 205.3; 587.3; 156.5; 242.0; 715.8; 436.3; 366.1; 195.5; 0.0; 200.9; 558.4, in kJ/mol.